C96H154F2N12O6 | ωB97M-V with the def2-TZVPD basis set

Summary:
E_LUMO: 0.43 eV
E_tot: -5058.18997 a.u.
net charge: 0
strongest force on any atom: 3.422 eV/A
HOMO-LUMO gap: 8.710 eV

XYZ file:
```
270
Properties=species:S:1:pos:R:3:forces:R:3:mulliken_charge:R:1
N -6.409 -1.035 0.555 -0.022 2.055 0.954 -0.42
C -7.094 -1.604 -0.397 0.254 -1.175 0.003 -0.31
C -7.005 -2.961 -0.627 0.354 -0.022 -0.649 -0.41
C -6.144 -3.773 0.109 -0.046 2.140 -0.018 -0.69
C -5.372 -3.110 1.066 -1.325 0.107 -0.872 0.00
C -5.584 -1.751 1.276 0.854 -0.778 1.765 -0.08
H -7.745 -1.011 -0.999 -0.302 0.529 -0.310 0.40
H -7.488 -3.260 -1.531 -0.564 -0.885 -0.165 0.45
H -6.093 -4.798 -0.125 0.346 -1.128 -0.021 0.48
H -4.670 -3.597 1.664 0.988 -0.888 0.867 0.58
H -5.102 -1.326 2.212 -0.451 0.023 -1.560 0.07
N -4.840 3.527 -1.991 0.159 -0.217 -0.730 -0.67
C -5.381 2.463 -1.389 1.959 0.627 -1.170 -0.74
C -4.782 1.203 -1.485 -0.920 0.396 0.081 -0.68
C -3.683 1.055 -2.284 1.471 -0.425 -0.210 1.24
C -3.179 2.139 -3.021 -0.423 -0.039 0.994 -0.55
C -3.771 3.341 -2.831 -2.346 0.890 2.122 -0.81
H -6.184 2.699 -0.745 -0.919 -0.134 0.641 0.60
H -5.185 0.401 -0.894 0.084 -0.263 0.138 0.61
H -3.087 0.145 -2.182 -0.223 0.009 -0.443 0.68
H -2.256 2.286 -3.508 1.072 -1.156 -0.764 -0.39
H -3.354 4.270 -3.159 0.214 0.242 -0.569 0.58
N 4.594 -0.569 -1.088 -0.383 -0.575 0.947 -0.15
C 5.349 0.194 -0.278 -0.617 -1.970 0.627 -0.04
C 5.978 1.320 -0.703 -0.795 -0.029 0.171 -1.14
C 5.658 1.807 -1.936 0.850 0.083 -0.552 -0.48
C 4.968 0.979 -2.785 -0.900 0.950 -0.802 0.02
C 4.407 -0.204 -2.347 1.520 1.093 1.230 -0.58
H 5.435 -0.120 0.795 0.015 0.026 -1.349 0.44
H 6.585 1.806 -0.022 1.118 1.237 1.129 0.55
H 6.028 2.781 -2.223 -0.038 -0.014 -0.337 0.43
H 4.723 1.367 -3.749 -0.042 -0.071 -0.677 0.48
H 3.836 -0.809 -2.993 -0.637 -0.781 -0.566 0.70
N -0.926 -7.388 -0.280 -0.082 0.206 0.642 -0.59
C -1.412 -7.945 0.837 0.480 -1.593 -0.851 -0.39
C -2.065 -7.309 1.867 -0.404 -0.480 0.350 -0.46
C -2.113 -5.938 1.821 1.080 1.402 -1.189 -0.30
C -1.476 -5.268 0.735 -0.459 -2.120 0.352 0.50
C -0.959 -6.061 -0.321 -1.285 0.543 1.439 -1.33
H -1.266 -9.033 0.865 -0.258 0.371 0.110 0.35
H -2.538 -7.909 2.663 0.407 0.478 -0.392 0.37
H -2.515 -5.355 2.632 -0.336 0.021 -0.029 0.50
H -1.412 -4.208 0.683 -0.122 0.615 -0.110 0.67
H -0.712 -5.596 -1.243 0.651 0.430 -0.616 0.68
N -3.270 -3.319 -3.283 0.879 -1.764 1.388 -0.02
C -4.236 -2.456 -3.459 -1.068 0.711 1.242 0.04
C -4.610 -2.026 -4.719 0.820 0.118 -0.018 -0.59
C -3.914 -2.562 -5.806 -1.905 1.145 0.222 -0.45
C -3.019 -3.564 -5.575 0.846 -0.446 -3.243 -0.45
C -2.710 -3.934 -4.319 0.900 -0.820 0.521 -0.24
H -4.766 -2.106 -2.503 0.903 -0.248 -1.539 0.12
H -5.284 -1.198 -4.756 -0.564 0.177 -0.496 0.47
H -4.181 -2.235 -6.809 0.291 -0.027 0.102 0.43
H -2.508 -3.989 -6.477 -0.430 0.113 1.111 0.34
H -1.930 -4.740 -4.248 -0.868 0.943 0.822 0.36
N 0.790 6.140 -0.378 2.051 0.988 -0.002 -0.47
C 0.526 4.936 0.047 0.253 -0.867 0.478 -1.33
C -0.726 4.345 -0.037 -0.003 0.355 0.222 1.32
C -1.752 5.142 -0.491 2.133 0.287 -0.066 -0.56
C -1.404 6.413 -0.951 -2.090 0.157 -1.047 -1.17
C -0.121 6.902 -0.937 -0.519 -0.790 0.241 -0.97
H 1.383 4.454 0.499 -0.088 -0.509 -0.015 1.18
H -0.917 3.326 0.237 0.145 -0.345 0.295 0.21
H -2.704 4.705 -0.529 -1.476 0.021 -0.323 1.03
H -2.211 6.921 -1.456 -0.049 0.643 0.074 0.43
H 0.228 7.845 -1.349 -0.403 0.009 0.027 0.43
F -4.592 2.815 -8.120 1.211 -0.602 -0.504 -0.32
C -3.446 2.045 -8.128 -0.376 -0.401 0.021 0.50
C -2.631 1.891 -9.263 -0.694 1.043 1.079 -0.80
C -1.465 1.140 -9.156 -0.816 1.226 -1.325 -0.09
C -1.108 0.535 -7.980 0.367 0.232 0.594 -0.80
C -1.918 0.687 -6.852 -0.980 -0.427 -0.193 0.01
C -3.156 1.387 -6.946 1.548 -0.208 0.107 -0.65
H -2.805 2.545 -10.110 -0.161 -0.372 -0.179 0.38
H -0.858 1.197 -10.059 0.272 -0.521 0.427 0.35
H -0.121 0.094 -7.954 -0.129 -0.385 0.363 0.38
H -1.637 0.160 -5.931 -0.178 0.450 -0.243 0.53
H -3.786 1.528 -6.077 -0.033 -0.080 -0.026 0.47
F 4.544 0.736 -7.129 0.269 0.985 -0.342 -0.33
C 4.467 -0.501 -6.655 -0.145 -0.732 -0.083 0.63
C 5.623 -1.087 -6.172 0.349 0.631 -0.050 -0.54
C 5.558 -2.355 -5.602 0.515 0.492 0.481 -0.31
C 4.347 -3.003 -5.571 -0.482 0.181 -0.174 -0.73
C 3.231 -2.415 -6.119 -2.061 0.275 -0.566 -0.14
C 3.242 -1.117 -6.690 0.787 -1.650 1.279 -0.62
H 6.484 -0.412 -6.263 0.028 -0.773 0.364 0.38
H 6.369 -2.822 -5.048 0.252 0.301 -0.458 0.38
H 4.215 -3.937 -5.070 0.184 -0.518 0.140 0.43
H 2.275 -2.997 -6.068 0.863 0.759 -0.106 0.25
H 2.385 -0.573 -7.009 -0.592 0.079 -0.328 0.60
C -0.288 -2.046 -3.803 -0.605 -0.509 1.532 -0.88
C 0.282 -1.476 -2.435 0.008 -0.100 -0.693 2.90
C 0.509 0.034 -2.647 0.622 -0.405 -0.937 -1.26
C 0.924 0.736 -1.380 2.191 0.036 0.171 0.74
C -0.095 0.654 -0.274 -1.270 -2.318 -0.844 0.55
C -0.596 -0.873 -0.102 1.252 1.488 0.583 1.52
N -0.782 -1.501 -1.414 -0.694 -0.578 0.177 0.85
O -1.190 -2.867 -1.125 -0.491 0.655 -1.257 1.02
C 0.405 -1.579 0.810 0.231 -0.616 -0.509 1.33
C -1.905 -0.850 0.699 -0.367 0.140 -1.262 0.00
C 1.584 -2.234 -2.026 0.103 0.677 0.339 -1.02
H -1.398 -1.818 -3.859 1.500 0.496 -0.379 -0.78
H -0.299 -3.161 -3.828 0.479 0.739 0.144 0.23
H 0.372 -1.671 -4.602 -0.637 -0.046 0.028 0.26
H 1.193 0.157 -3.514 0.338 -0.001 0.765 0.85
H -0.372 0.480 -3.064 -1.106 0.153 0.009 -0.55
H 1.249 1.779 -1.578 -0.295 -0.441 0.094 0.38
H 1.869 0.193 -1.048 -0.976 0.899 -0.093 -1.56
H -1.019 1.201 -0.494 0.261 0.372 -0.010 -0.35
H 0.335 0.922 0.677 -0.057 0.384 0.315 -0.73
H 1.455 -1.585 0.518 -0.089 0.190 -0.281 -0.47
H 0.380 -1.121 1.780 -0.205 0.274 0.490 -0.20
H 0.096 -2.622 0.890 0.111 -0.073 0.193 -0.60
H -2.166 -1.813 1.121 0.252 -0.046 0.307 -0.77
H -1.873 -0.049 1.430 0.128 -0.155 0.396 -0.28
H -2.740 -0.616 0.040 -0.106 0.207 -0.219 -0.12
H 2.153 -1.662 -1.280 -0.049 -0.116 -0.436 -0.56
H 2.304 -2.493 -2.820 -0.618 0.215 -0.122 0.14
H 1.325 -3.139 -1.504 -0.285 -0.600 0.005 -0.04
H -1.960 -2.940 -1.750 0.506 -0.425 0.682 -0.58
C 0.364 3.734 -3.520 -1.222 0.938 -0.708 -0.85
C 0.163 4.460 -4.877 -0.911 0.449 0.103 2.35
C 0.379 5.960 -4.744 0.024 0.708 0.276 -1.43
C 1.859 6.344 -4.587 -0.833 1.080 -1.154 -0.42
C 2.672 5.794 -5.804 -0.086 -0.502 1.681 -1.44
C 2.463 4.281 -5.915 -1.116 0.118 1.250 2.00
N 0.972 4.027 -6.006 1.456 -0.136 -0.716 0.02
O 0.861 2.609 -6.195 -0.963 -0.492 0.005 -0.10
C 3.091 3.743 -7.176 -0.030 -1.156 -0.336 -1.77
C 3.110 3.703 -4.640 2.634 -0.847 -2.013 -2.02
C -1.311 4.244 -5.344 1.155 -1.152 -0.572 -1.47
H 0.294 2.703 -3.683 0.325 -1.801 -0.423 -0.33
H -0.537 3.929 -2.956 -0.221 0.445 0.562 0.11
H 1.222 3.938 -2.915 0.221 0.414 0.187 0.52
H -0.082 6.521 -5.586 0.440 -0.558 0.131 0.45
H -0.170 6.337 -3.866 0.094 -0.345 -0.075 0.12
H 2.195 6.095 -3.580 0.397 -0.425 -0.247 0.26
H 1.829 7.445 -4.583 0.471 -0.175 -0.153 0.50
H 3.744 5.934 -5.650 0.009 0.198 -0.045 0.45
H 2.417 6.237 -6.739 -0.509 0.693 -0.543 0.41
H 4.177 3.925 -7.152 -0.351 0.194 -0.235 0.39
H 2.968 2.614 -7.226 0.044 1.541 -0.134 0.02
H 2.585 4.244 -8.036 0.617 -0.537 0.444 0.50
H 2.787 4.070 -3.708 -0.373 0.338 0.705 0.47
H 3.177 2.613 -4.655 -0.573 -0.034 0.135 0.05
H 4.197 3.996 -4.750 -0.858 -0.178 0.313 0.57
H -1.377 4.490 -6.429 -0.080 0.169 0.801 0.49
H -2.022 4.813 -4.750 -0.036 -0.157 -0.034 0.28
H -1.452 3.141 -5.293 -0.539 0.737 0.138 -0.12
H 0.121 2.444 -6.827 0.791 0.555 0.568 0.15
C -0.378 -5.116 4.208 -0.410 0.047 -0.489 -0.87
C -0.037 -4.204 5.390 -2.821 0.766 -0.809 1.54
C 1.109 -3.356 4.932 0.620 0.537 2.595 -1.91
C 0.763 -2.350 3.907 -0.154 1.683 0.134 3.14
C -0.279 -1.367 4.492 -0.736 -0.485 -1.366 -1.34
C -1.580 -2.089 4.989 1.043 -0.278 0.304 1.90
N -1.231 -3.286 5.804 2.036 -0.550 0.109 0.15
O -2.402 -4.079 6.074 0.470 0.288 -0.164 -0.47
C -2.414 -1.234 5.971 -1.997 -1.766 -1.677 -1.79
C -2.361 -2.484 3.734 -0.908 -0.288 0.922 -0.53
C 0.344 -5.009 6.591 0.613 -0.748 -0.375 -1.90
H -0.518 -4.577 3.239 0.533 -0.315 0.874 -0.67
H -1.313 -5.665 4.322 0.169 -0.082 0.481 0.86
H 0.448 -5.831 4.113 -0.257 0.010 -0.189 0.05
H 1.546 -2.852 5.876 -0.470 -0.438 -1.394 0.31
H 1.838 -4.074 4.616 0.641 -0.250 -0.331 -0.22
H 0.405 -2.733 2.969 -0.126 -0.636 -0.119 -0.71
H 1.672 -1.800 3.637 -0.094 0.143 0.024 -0.90
H -0.572 -0.602 3.722 -0.090 -0.809 0.436 -0.41
H 0.203 -0.768 5.215 0.422 0.458 1.474 0.93
H -2.575 -0.241 5.593 -0.034 0.605 -0.006 0.09
H -3.426 -1.781 5.899 1.103 1.122 0.575 0.40
H -2.076 -1.272 6.995 0.389 0.123 0.118 0.36
H -1.713 -2.879 2.968 0.178 0.481 -0.512 -0.57
H -3.025 -3.316 3.967 -0.162 -0.023 0.269 0.89
H -3.021 -1.664 3.450 0.335 0.111 -0.563 -0.05
H -0.378 -5.814 6.757 0.128 0.208 0.288 0.40
H 0.449 -4.340 7.428 -0.104 0.058 0.559 0.53
H 1.337 -5.457 6.384 -0.472 0.010 0.212 0.20
H -2.638 -3.811 6.975 0.147 -0.172 -0.278 0.38
C 3.448 0.578 2.506 -1.325 0.133 -0.073 -2.00
C 2.911 1.767 3.336 0.605 0.113 -0.680 2.19
C 3.521 1.633 4.726 0.426 -0.100 0.153 -1.39
C 3.474 2.868 5.605 -0.131 0.535 0.209 -0.60
C 4.098 4.003 4.817 0.112 0.329 0.622 -1.64
C 3.454 4.267 3.480 0.108 -0.569 -1.782 1.86
N 3.571 2.940 2.714 -0.265 1.288 1.174 -0.05
O 2.999 3.150 1.450 -0.282 -0.030 -1.427 0.37
C 2.056 4.914 3.613 0.103 -0.383 1.099 -1.15
C 4.357 5.277 2.725 1.034 -1.318 2.489 -2.08
C 1.379 1.741 3.340 -0.923 1.163 0.923 0.08
H 2.907 0.469 1.529 0.419 -0.111 0.874 -0.13
H 3.350 -0.296 3.143 -0.189 -0.522 -0.274 0.28
H 4.495 0.724 2.324 0.466 0.189 -0.043 0.86
H 3.051 0.820 5.240 -0.434 -0.753 0.236 0.28
H 4.580 1.323 4.583 -0.468 0.351 0.163 0.46
H 4.068 2.688 6.514 -0.202 0.032 -0.209 0.50
H 2.462 3.195 5.964 0.602 -0.658 -0.482 0.25
H 5.160 3.831 4.674 0.232 -0.343 -0.225 0.42
H 4.076 4.915 5.394 -0.217 0.496 0.266 0.45
H 2.313 5.919 4.012 -0.682 -0.478 -0.012 0.55
H 1.492 5.049 2.691 0.315 -0.131 -0.145 -0.11
H 1.402 4.336 4.323 0.664 0.955 -0.497 0.31
H 4.581 6.084 3.458 0.126 -0.345 -0.709 0.43
H 5.260 4.724 2.430 0.044 0.388 0.268 0.45
H 3.946 5.663 1.864 -1.225 0.927 -1.822 0.37
H 1.046 0.801 3.813 0.093 0.416 -0.237 -0.24
H 0.964 1.807 2.337 0.189 -0.186 -0.152 -0.48
H 0.863 2.618 3.880 0.998 -1.500 -0.499 -0.25
H 3.634 2.869 0.754 -0.255 0.167 0.962 -0.02
C 2.098 -7.087 1.821 0.629 0.022 -1.207 -1.46
C 3.180 -5.999 1.664 -1.106 -0.385 0.222 1.26
C 2.563 -4.627 1.681 -2.589 0.701 -1.721 0.83
C 3.495 -3.461 1.846 1.449 0.084 0.531 0.41
C 4.295 -3.686 3.121 1.552 0.820 -0.105 -1.75
C 4.991 -5.073 3.184 -1.078 0.938 0.871 2.08
N 3.992 -6.061 2.819 0.295 -0.809 1.104 0.41
O 4.554 -7.340 2.948 0.045 -0.654 0.548 -0.52
C 6.277 -5.168 2.418 0.747 2.367 0.569 -1.93
C 5.264 -5.391 4.646 1.720 0.504 0.527 -1.96
C 3.851 -6.327 0.395 2.445 1.551 -1.116 -1.86
H 1.462 -6.848 2.623 -0.626 -0.015 1.372 0.15
H 2.617 -8.058 1.941 -0.718 0.480 -0.019 0.50
H 1.452 -7.071 0.938 0.224 -0.264 -0.071 0.30
H 1.989 -4.504 0.691 0.542 -0.167 1.326 -0.49
H 1.803 -4.653 2.478 0.188 0.245 -0.200 -0.63
H 3.063 -2.449 1.952 -0.290 -0.641 -0.555 -0.86
H 4.208 -3.470 1.023 -0.061 0.378 -0.391 0.74
H 3.607 -3.552 3.925 -0.451 -0.384 0.873 0.14
H 5.051 -2.854 3.324 -0.615 -1.077 -0.566 0.52
H 6.282 -4.603 1.481 0.024 -0.075 0.103 0.28
H 7.075 -4.764 3.102 -0.480 -0.393 -0.933 0.49
H 6.459 -6.177 2.231 0.735 -1.594 -0.392 0.39
H 5.928 -6.270 4.746 -0.358 0.472 0.013 0.40
H 5.741 -4.524 5.162 -0.117 -0.519 -0.411 0.41
H 4.350 -5.590 5.148 -0.858 -0.250 0.446 0.34
H 4.636 -5.560 0.124 -0.037 -1.133 0.570 0.26
H 3.202 -6.125 -0.397 -1.518 -0.237 -1.320 0.50
H 4.179 -7.359 0.320 0.314 0.019 -0.090 0.54
H 5.038 -7.555 2.142 0.145 0.111 -0.230 0.37
C -4.097 1.776 2.101 0.197 0.045 0.676 -0.84
C -3.967 2.936 3.145 -0.145 0.013 -1.741 2.18
C -4.291 4.186 2.228 0.815 0.397 2.613 -0.74
C -4.550 5.383 3.154 0.109 -0.660 -0.161 -0.97
C -5.627 5.061 4.149 -0.584 -0.515 0.150 -1.57
C -5.387 3.855 5.093 -1.486 0.425 -0.777 1.58
N -5.085 2.762 4.117 0.741 -0.425 0.942 0.09
O -4.853 1.500 4.845 -0.758 0.436 -0.479 -0.31
C -4.479 4.121 6.333 0.724 0.117 -1.553 -1.54
C -6.831 3.583 5.661 0.501 -0.170 -0.751 -1.85
C -2.496 2.982 3.659 -0.396 -0.494 0.762 -0.69
H -5.154 1.720 1.759 0.666 -0.350 0.397 0.64
H -3.697 0.832 2.524 -0.565 0.314 -0.311 -0.55
H -3.493 2.030 1.219 -0.022 -0.082 0.183 -0.19
H -3.410 4.401 1.596 -0.679 -0.359 -0.010 -0.50
H -5.216 3.979 1.730 -0.266 -0.173 -0.856 0.61
H -4.804 6.258 2.604 -0.403 0.733 -0.640 0.63
H -3.653 5.654 3.671 0.818 0.068 0.455 0.31
H -6.595 4.887 3.658 0.357 -0.319 -0.380 0.48
H -5.894 5.892 4.754 0.246 1.061 0.804 0.55
H -4.376 3.187 6.837 0.223 -0.711 0.482 0.42
H -3.454 4.488 6.081 -0.805 -0.204 0.080 0.21
H -4.942 4.820 7.027 -0.130 0.144 -0.177 0.44
H -7.157 4.486 6.191 -0.179 -0.035 -0.391 0.41
H -7.558 3.274 4.835 1.019 0.417 1.260 0.36
H -6.734 2.844 6.440 -0.311 -0.655 0.107 0.44
H -1.854 2.811 2.766 -0.152 0.164 0.731 -0.14
H -2.359 2.146 4.404 0.036 0.667 -0.833 -0.09
H -2.191 3.920 4.189 -0.371 -0.628 -0.645 0.29
H -5.679 0.986 4.684 0.876 0.677 0.047 0.30
```
Forces are in eV/Å.